Molecular formula: C4H5NO3
Method: DFT, ωB97M-V with the def2-TZVPD basis set

SMILES: O=C[C@@H]1C=NOCO1
M: 115.09 g mol⁻¹
Total charge: 0
Frontier orbital gap: 10.4 eV
ΔE to the lowest compared entry with this formula, charge and spin: 87.6 kcal per mole
Electronic energy: -435.78095 a.u.

Positions of all 13 atoms, in Å:
O1 -2.501 -0.398 -1.039
O2 -0.072 -1.196 -0.164
O3 1.837 -0.216 -0.943
N1 1.385 1.099 -0.735
C1 0.352 1.159 -0.005
C2 -0.565 -0.022 0.320
C3 1.248 -1.130 -0.014
C4 -1.953 0.241 -0.196
H1 1.647 -2.134 -0.255
H2 -0.643 0.075 1.412
H3 -2.411 1.143 0.314
H4 0.138 2.182 0.328
H5 1.538 -0.802 0.978

Results of the natural (NBO) charge analysis, in e, for atoms 1 through 2: O -0.466; O -0.470